{"formula": "C5H7NO", "method": "ωB97M-V with the def2-TZVPD basis set", "homo_ev": -9.412, "spin_multiplicity": 1, "e_tot_ha": -324.7136, "gap_ev": 10.300, "largest_force_ev_per_a": 0.51, "smiles": "O=C1CC=CCN1", "e_above_lowest_kj_mol": 28.5, "elements": ["O", "C", "C", "C", "C", "C", "N", "H", "H", "H", "H", "H", "H", "H"], "xyz": [[1.517794, 2.037818, 0.661858], [0.823141, 1.165004, 0.176812], [1.374517, -0.197998, -0.237730], [0.465077, -1.260372, 0.343936], [-0.844188, -1.086923, 0.301162], [-1.334327, 0.147750, -0.412059], [-0.528964, 1.291391, -0.003950], [2.399502, -0.268952, 0.139571], [1.397659, -0.265403, -1.339524], [0.922981, -2.126891, 0.811563], [-1.557423, -1.764104, 0.761131], [-2.392354, 0.362808, -0.244754], [-1.219470, -0.012707, -1.496294], [-0.973553, 2.018063, 0.535133]], "forces_ev_per_angstrom": [[-0.202, -0.127, -0.096], [0.089, 0.093, 0.003], [-0.157, 0.053, 0.094], [0.432, -0.273, 0.052], [-0.339, -0.065, -0.049], [0.057, -0.059, -0.070], [0.119, 0.119, -0.002], [-0.265, 0.020, -0.160], [-0.011, 0.034, 0.257], [-0.103, 0.100, 0.016], [0.151, -0.058, -0.170], [0.213, -0.005, 0.119], [-0.081, 0.084, 0.154], [0.096, 0.082, -0.149]], "lowdin_charge": [0.0517, -0.4940, -0.0870, -0.0984, -0.0922, -0.1797, 0.0606, 0.1195, 0.1317, 0.1037, 0.1015, 0.1183, 0.1219, 0.1426]}